Here is one molecule with the formula C8H19N3OS in a non-equilibrium geometry from the OMol25 dataset. Energies are from the ωB97M-V functional and the def2-TZVPD basis.

Last column: Löwdin charge in e.
CARTESIAN COORDINATES (ANGSTROEM)
H 1.9195 0.4315 2.3031  0.025
N 1.3798 0.9354 1.6388  0.152
C 1.2803 0.2150 0.5957  -0.557
N 1.8140 -1.0486 0.5377  -0.003
C 2.5834 -1.3849 -0.6235  -0.310
C 3.7639 -0.4698 -0.9860  -0.471
S 4.9984 -0.1672 0.4447  0.655
N 0.6670 0.5523 -0.5944  0.036
C -0.0408 1.7748 -0.6482  -0.226
C -1.4470 1.8958 0.0060  -0.172
C -2.5376 0.7810 -0.2915  -0.207
C -2.2574 -0.5179 0.4113  -0.228
C -3.3807 -1.5340 0.0968  -0.283
O -4.7219 -1.0410 0.2599  -0.103
H 2.2397 -1.4280 1.4061  0.140
H 3.0140 -2.4015 -0.4512  0.126
H 1.8596 -1.4385 -1.4179  0.095
H 3.3216 0.4855 -1.3626  0.076
H 4.3893 -1.0045 -1.7570  0.076
H 4.3467 0.7845 1.1017  -0.188
H 0.2712 -0.2474 -1.0242  0.109
H -0.1603 2.0832 -1.7113  0.118
H 0.5500 2.6047 -0.1991  0.123
H -1.9196 2.8918 -0.0731  0.108
H -1.2189 1.8625 1.0630  0.080
H -2.6234 0.5920 -1.3574  0.110
H -3.5236 1.1631 0.1229  0.123
H -1.3459 -1.0133 0.0473  0.092
H -2.0595 -0.3042 1.5300  0.145
H -3.2660 -1.9093 -0.9572  0.128
H -3.1746 -2.4402 0.6647  0.101
H -4.7211 -0.7028 1.2248  0.130

Summary:
structure (SMILES)	[H]/N=C(\NCCS)NCCCCCO
HOMO level	-9.0048	eV
HOMO-LUMO gap	0.3559	Ha
relative energy (zero: lowest compared OMol25 entry of this formula, charge and spin)	0.0	kJ/mol
net charge	0
LUMO	0.68	eV
DFT total energy	-25956.3042	eV